14 unconnected molecules or ions with the total composition C56H89N5O18, computed with wB97M-V/def2-TZVPD.

Each atom is followed by the atoms it is bonded to, with distances in Å.
CARTESIAN COORDINATES (ANGSTROEM)
1 O -0.405 -4.818 -3.149  C2 1.200
2 C -1.160 -4.377 -2.327  O1 1.200, O3 1.355, C6 1.538
3 O -0.751 -3.787 -1.177  C2 1.355, C4 1.489
4 C -1.875 -2.951 -0.675  O3 1.489, C5 1.491, H7 1.107, H8 1.099
5 C -3.122 -3.707 -0.989  C4 1.491, C6 1.512, H9 1.077, H10 1.058
6 C -2.697 -4.382 -2.273  C2 1.538, C5 1.512, H11 1.100, H12 1.056
7 H -1.726 -2.024 -1.261  C4 1.107
8 H -1.694 -2.747 0.389  C4 1.099
9 H -3.937 -3.015 -1.119  C5 1.077
10 H -3.397 -4.397 -0.236  C5 1.058
11 H -2.914 -3.847 -3.209  C6 1.100
12 H -3.126 -5.338 -2.401  C6 1.056
13 O 2.238 6.048 4.035  C14 1.195
14 C 2.033 5.939 2.862  O13 1.195, O15 1.400, C18 1.515
15 O 1.583 4.730 2.319  C14 1.400, C16 1.422
16 C 1.160 4.980 0.985  O15 1.422, C17 1.525, H19 1.096, H20 1.058
17 C 1.190 6.498 0.829  C16 1.525, C18 1.506, H21 1.086, H22 1.100
18 C 2.253 6.978 1.782  C14 1.515, C17 1.506, H23 1.047, H24 1.086
19 H 0.124 4.623 0.983  C16 1.096
20 H 1.796 4.428 0.345  C16 1.058
21 H 0.290 6.972 1.210  C17 1.086
22 H 1.267 6.903 -0.191  C17 1.100
23 H 2.206 7.968 2.120  C18 1.047
24 H 3.278 6.846 1.447  C18 1.086
25 O -1.694 1.040 -2.332  C26 1.172
26 C -2.817 1.340 -2.185  O25 1.172, O27 1.365, C30 1.563
27 O -3.503 1.980 -3.175  C26 1.365, C28 1.494
28 C -4.910 2.312 -2.796  O27 1.494, C29 1.544, H31 1.078, H32 1.107
29 C -5.095 1.811 -1.348  C28 1.544, C30 1.550, H33 1.098, H34 1.125
30 C -3.721 1.241 -0.913  C26 1.563, C29 1.550, H35 1.109, H36 1.135
31 H -5.542 2.028 -3.623  C28 1.078
32 H -5.002 3.409 -2.917  C28 1.107
33 H -5.905 1.070 -1.333  C29 1.098
34 H -5.341 2.698 -0.699  C29 1.125
35 H -3.772 0.148 -0.733  C30 1.109
36 H -3.254 1.609 0.054  C30 1.135
37 O -5.187 4.843 0.567  C38 1.206
38 C -4.293 5.096 -0.203  O37 1.206, O39 1.358, C42 1.505
39 O -4.633 5.410 -1.479  C38 1.358, C40 1.462
40 C -3.396 5.595 -2.237  O39 1.462, C41 1.499, H43 1.101, H44 1.065
41 C -2.380 4.733 -1.550  C40 1.499, C42 1.570, H45 1.074, H46 1.126
42 C -2.798 4.996 -0.060  C38 1.505, C41 1.570, H47 1.040, H48 1.080
43 H -3.210 6.678 -2.167  C40 1.101
44 H -3.636 5.264 -3.220  C40 1.065
45 H -1.387 5.130 -1.647  C41 1.074
46 H -2.431 3.675 -1.932  C41 1.126
47 H -2.497 5.942 0.252  C42 1.040
48 H -2.507 4.242 0.655  C42 1.080
49 O 3.646 3.017 0.572  C50 1.203
50 C 3.981 3.190 1.714  O49 1.203, O51 1.350, C54 1.549
51 O 4.737 4.196 2.204  C50 1.350, C52 1.487
52 C 4.955 4.031 3.666  O51 1.487, C53 1.566, H55 1.102, H56 1.089
53 C 4.675 2.511 3.918  C52 1.566, C54 1.523, H57 1.106, H58 1.095
54 C 3.637 2.195 2.850  C50 1.549, C53 1.523, H59 1.082, H60 1.103
55 H 4.254 4.675 4.222  C52 1.102
56 H 5.985 4.351 3.813  C52 1.089
57 H 4.382 2.408 4.979  C53 1.106
58 H 5.622 1.969 3.822  C53 1.095
59 H 2.641 2.463 3.178  C54 1.082
60 H 3.640 1.144 2.514  C54 1.103
61 O 4.097 -2.486 -2.352  C62 1.249
62 C 3.529 -2.754 -3.431  O61 1.249, O63 1.355, C66 1.487
63 O 3.378 -4.072 -3.706  C62 1.355, C64 1.411
64 C 2.562 -4.240 -4.845  O63 1.411, C65 1.581, H67 1.077, H68 1.105
65 C 2.627 -2.866 -5.625  C64 1.581, C66 1.534, H69 1.065, H70 1.102
66 C 2.915 -1.892 -4.476  C62 1.487, C65 1.534, H71 1.117, H72 1.058
67 H 1.599 -4.599 -4.521  C64 1.077
68 H 2.982 -5.088 -5.416  C64 1.105
69 H 1.744 -2.641 -6.177  C65 1.065
70 H 3.507 -2.780 -6.282  C65 1.102
71 H 2.067 -1.264 -4.111  C66 1.117
72 H 3.688 -1.204 -4.703  C66 1.058
73 O 4.565 -0.665 4.034  C74 1.172
74 C 4.792 -1.079 2.961  O73 1.172, O75 1.387, C78 1.517
75 O 3.760 -1.033 2.035  C74 1.387, C76 1.420
76 C 4.314 -1.052 0.728  O75 1.420, C77 1.577, H79 1.062, H80 1.086
77 C 5.878 -1.205 0.859  C76 1.577, C78 1.559, H81 1.090, H82 1.112
78 C 5.988 -1.752 2.314  C74 1.517, C77 1.559, H83 1.056, H84 1.054
79 H 4.145 -0.135 0.220  C76 1.062
80 H 3.970 -1.845 0.070  C76 1.086
81 H 6.307 -0.203 0.838  C77 1.090
82 H 6.302 -1.731 -0.025  C77 1.112
83 H 6.827 -1.375 2.834  C78 1.056
84 H 5.992 -2.794 2.477  C78 1.054
85 O 1.673 0.589 -5.570  C86 1.199
86 C 1.007 1.458 -5.080  O85 1.199, O87 1.345, C90 1.525
87 O -0.267 1.664 -5.457  C86 1.345, C88 1.408
88 C -0.820 2.838 -4.910  O87 1.408, C89 1.567, H91 1.067, H92 1.073
89 C 0.151 3.259 -3.754  C88 1.567, C90 1.508, H93 1.088, H94 1.060
90 C 1.421 2.504 -4.051  C86 1.525, C89 1.508, H95 1.089, H96 1.102
91 H -1.797 2.662 -4.518  C88 1.067
92 H -0.776 3.535 -5.724  C88 1.073
93 H -0.235 2.916 -2.797  C89 1.088
94 H 0.280 4.311 -3.707  C89 1.060
95 H 1.898 1.981 -3.222  C90 1.089
96 H 2.075 3.222 -4.571  C90 1.102
97 O 1.814 2.715 5.572  C98 1.185
98 C 0.718 2.347 5.315  O97 1.185, O99 1.355, C102 1.480
99 O 0.249 1.104 5.582  C98 1.355, C100 1.440
100 C -1.136 0.921 5.233  O99 1.440, C101 1.568, H103 1.132, H104 1.090
101 C -1.686 2.355 4.913  C100 1.568, C102 1.564, H105 1.075, H106 1.067
102 C -0.356 3.143 4.679  C98 1.480, C101 1.564, H107 1.124, H108 1.104
103 H -1.662 0.345 6.053  C100 1.132
104 H -1.112 0.375 4.290  C100 1.090
105 H -2.208 2.661 5.801  C101 1.075
106 H -2.346 2.243 4.081  C101 1.067
107 H -0.441 4.225 4.968  C102 1.124
108 H -0.215 3.249 3.589  C102 1.104
109 C -4.217 -0.755 5.603  C110 1.532, H114 1.092, H115 1.071, H116 1.044
110 C -4.162 -2.029 4.754  C109 1.532, C111 1.495, H117 1.078, H118 1.103
111 C -4.578 -1.874 3.326  C110 1.495, C112 1.459, H119 1.095, H120 1.088
112 C -3.596 -0.995 2.698  C111 1.459, N113 1.118
113 N -2.829 -0.305 2.269  C112 1.118
114 H -3.628 0.092 5.246  C109 1.092
115 H -3.937 -0.799 6.636  C109 1.071
116 H -5.208 -0.430 5.582  C109 1.044
117 H -4.770 -2.720 5.315  C110 1.078
118 H -3.168 -2.505 4.785  C110 1.103
119 H -5.629 -1.578 3.238  C111 1.095
120 H -4.400 -2.821 2.822  C111 1.088
121 C 0.696 -1.841 4.239  C122 1.498, H126 1.094, H127 1.136, H128 1.138
122 C 1.028 -3.219 3.755  C121 1.498, C123 1.469, H129 1.120, H130 1.082
123 C -0.011 -4.237 3.957  C122 1.469, C124 1.489, H131 1.042, H132 1.087
124 C -1.171 -4.014 3.050  C123 1.489, N125 1.160
125 N -2.161 -3.943 2.450  C124 1.160
126 H 0.523 -1.817 5.319  C121 1.094
127 H -0.223 -1.503 3.663  C121 1.136
128 H 1.549 -1.107 4.067  C121 1.138
129 H 1.947 -3.521 4.319  C122 1.120
130 H 1.353 -3.137 2.726  C122 1.082
131 H -0.385 -4.131 4.924  C123 1.042
132 H 0.350 -5.253 3.816  C123 1.087
133 C 0.934 -0.200 -1.083  C134 1.536, H138 1.084, H139 1.079, H140 1.074
134 C 0.891 -0.602 0.399  C133 1.536, C135 1.520, H141 1.101, H142 1.087
135 C 0.966 0.602 1.324  C134 1.520, C136 1.479, H143 1.059, H144 1.100
136 C -0.214 1.476 1.144  C135 1.479, N137 1.146
137 N -1.086 2.199 0.974  C136 1.146
138 H 1.893 0.222 -1.357  C133 1.084
139 H 0.269 0.647 -1.158  C133 1.079
140 H 0.693 -0.975 -1.786  C133 1.074
141 H 1.673 -1.337 0.644  C134 1.101
142 H 0.049 -1.235 0.668  C134 1.087
143 H 1.899 1.072 1.153  C135 1.059
144 H 1.048 0.245 2.361  C135 1.100
145 C -0.845 -1.965 -4.876  C146 1.533, H150 1.094, H151 1.117, H152 1.083
146 C -1.612 -1.245 -5.991  C145 1.533, C147 1.517, H153 1.162, H154 1.079
147 C -2.740 -0.365 -5.488  C146 1.517, C148 1.470, H155 1.101, H156 1.048
148 C -3.559 -0.810 -4.351  C147 1.470, N149 1.129
149 N -4.241 -1.234 -3.558  C148 1.129
150 H -1.594 -2.448 -4.244  C145 1.094
151 H -0.221 -1.328 -4.203  C145 1.117
152 H -0.107 -2.682 -5.214  C145 1.083
153 H -2.093 -2.058 -6.667  C146 1.162
154 H -0.983 -0.687 -6.666  C146 1.079
155 H -3.309 -0.093 -6.390  C147 1.101
156 H -2.244 0.525 -5.241  C147 1.048
157 C 0.045 -7.920 -1.636  C158 1.547, H162 1.066, H163 1.084, H164 1.099
158 C 1.517 -7.491 -1.429  C157 1.547, C159 1.513, H165 1.151, H166 1.080
159 C 1.594 -6.140 -0.755  C158 1.513, C160 1.449, H167 1.070, H168 1.115
160 C 1.037 -6.271 0.577  C159 1.449, N161 1.138
161 N 0.550 -6.360 1.602  C160 1.138
162 H -0.459 -7.994 -0.700  C157 1.066
163 H -0.011 -8.823 -2.233  C157 1.084
164 H -0.420 -7.172 -2.294  C157 1.099
165 H 2.014 -7.531 -2.467  C158 1.151
166 H 2.012 -8.271 -0.870  C158 1.080
167 H 1.025 -5.383 -1.253  C159 1.070
168 H 2.633 -5.755 -0.636  C159 1.115

Summary:
LUMO energy: 0.4 eV
DFT total energy: -103820.661 eV
gap between HOMO and LUMO: 10.3 eV
spin multiplicity: 1
strongest force on any atom: 4.58 eV/A
HOMO energy: -9.92 eV

Löwdin population analysis, charges in e, atoms 1 to 8:
1 O 0.0898
2 C -0.4855
3 O -0.0042
4 C -0.1372
5 C -0.1467
6 C -0.0638
7 H 0.1262
8 H 0.0811